16
Properties=species:S:1:pos:R:3 method="wB97M-V/def2-TZVPD" charge=0 multiplicity=3 homo_ha="-0.1319 / -0.3519"
H 1.94 -0.99 -0.39
C 0.79 -0.79 1.39
H -1.21 1.52 -2.14
H -0.36 0.76 2.47
C -0.64 0.56 -2.24
H 0.70 -1.86 1.18
H -1.30 -0.78 2.11
H 1.55 -0.61 2.11
N -1.16 0.23 0.35
H -1.40 -0.20 -2.50
B -0.12 0.28 -0.66
C -0.59 -0.11 1.68
C 1.23 -0.18 -0.02
H -2.12 0.69 0.41
H 0.08 0.74 -3.15
H 1.85 0.69 0.10



16
Properties=species:S:1:pos:R:3 method="wB97M-V/def2-TZVPD" charge=0 smiles="CCNBr.C=C" homo_ha=-0.3415
H -0.18 -1.51 1.79
H 0.28 -2.23 -0.91
C -0.68 -1.87 -0.48
C 1.04 2.25 0.12
H 1.49 3.96 -0.82
C -0.82 -2.13 1.04
H -1.83 -1.95 1.45
C 1.86 2.95 -0.58
H 2.92 2.75 -0.88
H -0.21 0.04 -0.21
Br -2.54 0.19 -0.53
H 1.31 1.18 0.35
H -1.51 -2.53 -1.07
H 0.06 2.62 0.39
N -0.83 -0.51 -0.92
H -0.36 -3.20 1.24



17
Properties=species:S:1:pos:R:3 method="wB97M-V/def2-TZVPD" charge=0 smiles=CCC[C@H](S)PBr homo_ha=-0.3368
Br 2.04 1.62 2.65
H -0.19 0.03 -1.68
C -2.17 0.37 -1.15
H -0.94 -0.71 0.78
H 1.75 0.45 -0.27
C 1.22 -0.31 0.35
H -0.44 1.57 -1.03
C -0.72 0.59 -0.89
H -2.45 1.12 -1.81
H 3.35 -0.40 1.62
P 2.11 -0.57 2.11
H -0.18 0.82 1.17
C -0.18 0.05 0.42
H 0.52 -2.66 -0.03
H -2.62 -0.61 -1.47
H -2.61 0.51 -0.12
S 1.51 -1.87 -0.64



19
Properties=species:S:1:pos:R:3 method="wB97M-V/def2-TZVPD" charge=+1 homo_ha="-0.4293 / -0.4684"
N 1.41 -0.73 -1.56
H -0.71 -1.10 1.54
C -0.78 0.81 0.40
H -1.65 1.81 2.06
C -1.16 -0.60 0.64
H -1.60 -0.92 -1.26
Cl 3.22 0.92 -0.17
N -0.91 -1.31 -0.67
H -0.64 2.89 0.79
F -0.87 1.19 -0.92
C -0.73 1.91 1.37
H -0.92 -2.29 -0.55
C 1.80 -0.19 -0.17
H -0.01 1.83 2.22
H -2.34 -0.49 0.76
H 0.46 -0.99 -1.26
H 2.10 -1.35 -2.00
Cl 1.97 -1.51 0.91
H 1.35 0.12 -2.13



20
Properties=species:S:1:pos:R:3 method="wB97M-V/def2-TZVPD" charge=+1 homo_ha=-0.5103
H 0.11 2.45 0.58
C -1.81 -2.46 -1.22
C -2.49 2.50 1.27
C -0.45 1.44 0.47
H -1.96 3.51 1.25
H 1.26 0.35 0.39
N 0.20 0.32 0.29
Cl -0.39 -3.17 0.73
H 3.55 -1.66 -2.11
C 3.86 -1.08 -1.18
N -0.96 -2.04 -0.38
N 2.95 -0.40 -0.66
H -2.14 -1.84 -2.07
H -3.42 2.70 0.85
H -0.38 -0.49 -0.01
H -2.41 2.30 2.32
Cl 3.32 0.57 0.70
H 4.87 -1.00 -0.83
H -2.00 -3.50 -1.14
O -1.70 1.49 0.75



18
Properties=species:S:1:pos:R:3 method="wB97M-V/def2-TZVPD" charge=0 multiplicity=3 homo_ha="-0.2479 / -0.3915"
C 0.96 -1.41 -0.08
H 0.17 -0.58 2.14
H -0.36 0.99 1.60
H -3.46 0.35 -2.40
C 1.73 0.94 -0.71
N -3.01 -0.29 -1.76
H 1.91 -1.90 -0.20
H 2.37 1.70 -0.28
C 1.04 0.04 0.25
P -1.92 -0.01 -0.71
C 0.51 0.31 1.56
H 0.29 -1.91 0.80
H 0.81 1.48 -1.20
H 2.21 0.37 -1.47
H 0.41 -1.59 -1.10
Cl -2.35 -1.37 0.76
Cl -2.38 1.78 0.61
H 1.09 1.10 2.18